A 2-piece molecular cluster, C18H25ClNO6S overall at a distorted geometry, computed with the ωB97M-V functional and the def2-TZVPD basis.

Results
* HOMO: -11.33 eV
* lowest unoccupied orbital energy: -5.06 eV
* charge: +1

Last column: Löwdin charge in e.
Geometry (Å):
C (0.222, -1.562, -4.851)  -0.130
O (-0.686, -2.486, -4.183)  -0.220
C (-1.869, -1.814, -3.693)  -0.221
C (-1.523, -0.375, -3.052)  -0.201
C (-2.710, 0.048, -2.053)  -0.205
C (-2.703, 1.638, -1.700)  -0.193
C (-2.257, 1.748, -0.166)  -0.200
C (-2.162, 3.246, 0.407)  -0.120
C (-0.683, 3.719, 0.798)  -0.450
C (0.304, 2.717, 1.574)  -0.091
C (-0.421, 1.708, 2.568)  -0.674
O (-1.226, 2.012, 3.454)  0.037
Cl (-0.032, -0.074, 2.335)  0.647
C (-0.858, 4.994, 1.763)  -0.350
S (-1.005, 6.362, 0.513)  0.979
C (0.080, 5.434, -0.674)  -0.199
N (0.112, 4.125, -0.407)  0.055
H (0.880, -2.221, -5.529)  0.105
H (-0.306, -0.814, -5.529)  0.097
H (0.941, -1.059, -4.116)  0.090
H (-2.257, -2.452, -2.812)  0.135
H (-2.730, -1.762, -4.442)  0.132
H (-0.581, -0.534, -2.416)  0.122
H (-1.411, 0.459, -3.820)  0.106
H (-3.750, -0.307, -2.396)  0.123
H (-2.515, -0.525, -1.070)  0.112
H (-3.759, 2.042, -1.902)  0.121
H (-1.946, 2.214, -2.336)  0.102
H (-1.246, 1.207, -0.071)  0.097
H (-3.023, 1.194, 0.484)  0.134
H (-2.879, 3.389, 1.283)  0.134
H (-2.526, 3.964, -0.421)  0.127
H (0.995, 2.167, 0.832)  0.128
H (1.019, 3.345, 2.226)  0.145
H (-1.682, 4.856, 2.536)  0.128
H (0.076, 5.284, 2.367)  0.105
H (0.655, 5.927, -1.537)  0.147
H (0.634, 3.447, -0.976)  0.183
C (4.019, -5.453, 2.604)  0.083
C (4.168, -4.438, 1.750)  -0.222
C (3.224, -3.283, 1.744)  -0.313
O (3.402, -2.363, 0.962)  0.095
C (2.104, -3.305, 2.689)  0.067
C (1.953, -4.322, 3.541)  -0.217
C (2.912, -5.463, 3.566)  -0.310
O (2.753, -6.364, 4.369)  0.123
O (0.918, -4.357, 4.421)  0.101
O (5.188, -4.415, 0.851)  0.099
H (4.697, -6.295, 2.621)  0.141
H (1.418, -2.470, 2.661)  0.081
H (1.033, -5.188, 4.923)  0.120
H (5.077, -3.582, 0.354)  0.115

Forces on atoms 1 to 3 (eV/Å):
1.0 -1.0 -0.8
-0.4 1.8 -0.4
-0.1 0.4 1.5